1.
This record from the Open Molecules 2025 dataset describes C27H31F5N3O5OsSSe2Te as an isolated structure in a non-equilibrium geometry. The level of theory is ωB97M-V/def2-TZVPD.

Structure (XYZ):
```
76
Properties=species:S:1:pos:R:3
Os -0.15157 1.69436 -0.20584
C 3.50779 -4.71897 1.53944
C 2.01409 -4.33188 1.58772
C 1.22046 -5.36297 2.43440
C 1.45153 -4.30080 0.14231
C 1.87991 -2.96392 2.31030
C 2.41879 -2.78142 3.59678
C 2.40862 -1.55004 4.22618
C 1.86300 -0.47441 3.53340
S 1.84505 1.17797 4.11589
C 1.07035 1.62658 2.59647
N 0.77916 0.62559 1.76829
C 1.20775 -0.60448 2.28895
C 1.16401 -1.89344 1.73008
C 0.70590 2.97467 2.32255
C 0.97186 3.97827 3.27525
C 0.48186 5.25659 3.04061
C -0.20629 5.50816 1.87058
C -0.49084 4.51544 0.96016
C 0.01524 3.24912 1.14110
H 3.64609 -5.64780 0.97241
H 3.93271 -4.85209 2.54854
H 4.09134 -3.92439 1.03272
H 1.23074 -6.35049 1.95682
H 0.16470 -5.05750 2.49671
H 1.62290 -5.44842 3.44991
H 1.56453 -5.27136 -0.36412
H 1.98837 -3.56836 -0.47047
H 0.38600 -4.03327 0.14576
H 2.88156 -3.61408 4.09960
H 2.84309 -1.41098 5.21475
H 0.66011 -2.05266 0.80189
H 1.58880 3.77790 4.14904
H 0.62396 6.05366 3.74890
H -0.49173 6.51784 1.63855
H -1.13805 4.71072 0.10007
O 1.34355 1.98304 -3.72597
C 0.40081 2.00645 -4.77342
C -1.00871 1.45883 -4.37719
C -1.87786 1.49784 -5.69867
O -3.23642 1.22334 -5.54248
C -1.70786 2.44808 -3.41351
Se -0.62529 3.21742 -1.93164
C -0.87902 -0.00118 -3.88647
Se 0.64121 -0.64788 -2.90900
H 2.19813 2.35405 -4.06336
H 0.75378 1.43959 -5.66193
H 0.24579 3.05372 -5.12522
H -1.40567 0.84676 -6.47331
H -1.80679 2.52087 -6.09377
H -3.36315 0.32535 -5.14301
H -2.66575 2.05017 -3.02678
H -1.92776 3.35424 -3.99390
H -0.80708 -0.61128 -4.79668
H -1.75679 -0.33329 -3.31709
F 2.51830 -1.59553 -1.77330
Te 2.83823 -0.06544 -0.24164
F 1.96276 1.99459 -0.59658
F 3.75421 0.96820 1.11704
F 4.07355 0.54602 -1.53547
F 4.06853 -1.38678 0.40835
O 0.06587 0.18216 -1.17808
C -4.77148 -0.76238 -0.66175
N -3.93333 -0.20295 0.38434
C -4.33700 -0.29322 1.69961
C -3.52976 0.21530 2.64927
C -2.22667 0.85062 2.30300
O -1.55346 1.22792 3.28182
N -1.87669 0.94487 0.90741
C -2.74124 0.45798 -0.04257
O -2.53241 0.55121 -1.26859
H -5.75169 -1.07018 -0.28681
H -4.26968 -1.61746 -1.13739
H -4.91825 -0.01440 -1.44192
H -5.29945 -0.77335 1.86864
H -3.80724 0.20358 3.70235
```

The calculation puts the total energy at -7647.04530 Eh. For the energy above the lowest of the compared OMol25 structures with the same formula, charge and spin, the calculation gives 0.0000 eV. Its charge is -1. The spin multiplicity is 5. The orbital gap (spin up / spin down) is 5.870 / 6.867 eV.

---

2.
This record from the Open Molecules 2025 dataset describes C27H31InN3O9SSe as an isolated structure. The level of theory is ωB97M-V/def2-TZVPD.

Structure (XYZ):
```
73
Properties=species:S:1:pos:R:3
In -0.41983 0.72656 -0.77756
O 1.70062 6.28183 3.12825
C 1.29307 5.23772 3.66383
O 1.26993 4.88575 4.85645
C 0.79768 4.14940 2.66619
C 0.44122 2.88484 3.11558
C 0.06240 1.92168 2.20360
N 0.02264 2.15564 0.89192
C 0.35932 3.37381 0.44425
C 0.73509 4.39068 1.29791
C 0.40292 3.55759 -1.06336
O 0.64976 4.65186 -1.54138
O 0.22059 2.48256 -1.76206
H 0.48315 2.68594 4.17791
H -0.20626 0.92048 2.51810
H 1.01086 5.36244 0.91404
C -0.20187 -2.16348 2.34234
C -1.42266 -1.39517 1.99901
N -1.60133 -0.58385 0.97067
C -2.86684 -0.06393 1.09545
C -3.47653 -0.59584 2.19881
N -2.54019 -1.43022 2.75042
C -4.80726 -0.48728 2.85062
O -5.68390 0.30365 2.28716
O -5.02598 -1.13683 3.84966
C -3.34853 0.96197 0.12211
O -4.50370 1.39451 0.21684
O -2.50373 1.31825 -0.75717
H 0.66232 -1.69172 1.87695
H -0.27025 -3.18894 1.97534
H -0.05987 -2.18186 3.42308
H -2.70674 -1.95201 3.59734
H -5.29608 0.74614 1.45746
C 0.06630 0.75032 -4.40028
S -1.46168 0.58616 -3.46053
C -2.14808 2.23083 -3.70712
H 0.59603 1.63726 -4.05752
H -0.14610 0.80777 -5.46655
H 0.67544 -0.12933 -4.19535
H -2.36490 2.37314 -4.76478
H -1.44216 2.97645 -3.34821
H -3.06397 2.28527 -3.12480
C 3.59416 2.31954 -2.38999
C 3.39237 2.55071 -0.91506
C 3.84132 3.86815 -0.34636
O 2.80986 1.72985 -0.23595
H 4.54042 2.72489 -2.74673
H 2.78649 2.84694 -2.90678
H 3.51258 1.25675 -2.61098
H 4.80047 4.18142 -0.75845
H 3.88391 3.81418 0.73885
H 3.09876 4.62076 -0.62545
C -0.28560 -6.89681 0.21746
C 0.09174 -5.47249 -0.08124
C -0.75422 -4.63232 -0.78703
C -0.41943 -3.31254 -1.07817
C -1.38394 -2.50292 -1.88908
C 0.80411 -2.79403 -0.63738
Se 1.45340 -1.00594 -0.99385
C 1.67839 -3.63471 0.07772
C 3.01997 -3.19589 0.60574
C 1.30735 -4.94989 0.33406
H -1.29744 -7.11402 -0.12393
H -0.24091 -7.10269 1.28828
H 0.39204 -7.59585 -0.27703
H -1.71055 -5.00975 -1.13311
H -2.26239 -3.09103 -2.15310
H -0.91772 -2.14849 -2.81098
H -1.73696 -1.62909 -1.34204
H 3.09185 -2.11787 0.73132
H 3.81983 -3.49606 -0.07548
H 3.21469 -3.67242 1.56784
H 1.99453 -5.57844 0.89226
```

The calculation puts the total energy at -4878.97179 Eh. For the energy above the lowest of the compared OMol25 structures with the same formula, charge and spin, the calculation gives 0.4026 eV. Its charge is -1. The orbital gap is 7.432 eV.

---

3.
This record from the Open Molecules 2025 dataset describes C27H31IrN6O3S as an isolated structure in a non-equilibrium geometry. The level of theory is ωB97M-V/def2-TZVPD.

Structure (XYZ):
```
69
Properties=species:S:1:pos:R:3
Ir -0.12808 -0.85948 0.04513
C 1.17312 2.55909 -0.41535
N -0.02068 2.20245 0.25734
C -0.25402 2.47939 1.62782
C -0.60503 1.22181 2.39041
N -0.48998 -0.02555 1.98818
C -0.95657 -0.81834 3.03358
C -1.13759 -2.19234 3.10894
C -1.64135 -2.70433 4.29024
C -1.97042 -1.87426 5.36771
C -1.82262 -0.50047 5.29501
C -1.31695 0.00442 4.10587
N -1.08009 1.29293 3.65791
C 2.01754 1.37838 -0.83634
N 1.67784 0.11218 -0.97556
C 2.81737 -0.51981 -1.49142
C 3.02939 -1.83324 -1.90503
C 4.28052 -2.16868 -2.38984
C 5.30659 -1.22628 -2.48434
C 5.10957 0.08936 -2.10917
C 3.85177 0.41437 -1.62212
N 3.30540 1.60282 -1.19480
H 1.80744 3.20832 0.20172
H 0.96104 3.12725 -1.32924
H -0.84272 2.26915 -0.31521
H -1.06686 3.20087 1.78738
H 0.64086 2.91570 2.08669
H -0.92988 -2.83426 2.26544
H -1.80109 -3.77081 4.37646
H -2.36652 -2.31759 6.27115
H -2.09910 0.14268 6.11957
H -1.25600 2.14392 4.16302
H 2.23800 -2.56274 -1.86063
H 4.46868 -3.18362 -2.71218
H 6.26926 -1.53132 -2.87135
H 5.89669 0.82565 -2.20091
H 3.75982 2.49975 -1.18196
C -2.13943 -2.06149 -2.23775
C -2.77670 -1.79746 -0.87624
C -2.88498 -3.09879 -0.06754
C -4.18287 -1.22294 -1.06143
C -1.94324 -0.80838 -0.06460
H -2.65322 -2.86610 -2.76685
H -1.09258 -2.36697 -2.13458
H -2.16828 -1.16603 -2.86154
H -3.50390 -3.83327 -0.58790
H -3.34914 -2.90739 0.90270
H -1.91728 -3.55455 0.10416
H -4.79791 -1.91105 -1.64575
H -4.15746 -0.26458 -1.58508
H -4.66871 -1.07723 -0.09582
H -2.55351 -0.10355 0.50879
N 1.63262 -2.29845 0.90608
C 1.07049 -3.61492 0.74981
C 0.61598 -4.02123 -0.50100
C 0.00484 -5.25597 -0.65351
C -0.18659 -6.07696 0.44020
C 0.29115 -5.69008 1.68011
C 0.92978 -4.46847 1.83775
S -1.14260 -7.60448 0.26967
O -0.55402 -8.49537 1.25026
O -2.48058 -7.13454 0.59797
O -0.95137 -7.98266 -1.11750
H 2.53089 -2.22343 0.43386
H 1.85766 -2.11043 1.87923
H 0.67612 -3.36028 -1.35679
H -0.36000 -5.58368 -1.61888
H 0.16248 -6.36132 2.51986
H 1.30853 -4.17349 2.81045
```

The calculation puts the total energy at -2104.18516 Eh. For the energy above the lowest of the compared OMol25 structures with the same formula, charge and spin, the calculation gives 2.5811 eV. The orbital gap is 6.583 eV.